Density functional theory data (the ωB97M-V functional and the def2-TZVPD basis) for a structure of composition C35H33ClMnN4S2Si2 in a non-equilibrium geometry.

Cartesian coordinates (Å):
C  -1.512  -0.620  4.502
C  -2.095  -0.040  3.324
C  -1.876  -0.953  2.241
H  -2.696  0.861  3.281
C  -1.157  -2.080  2.746
C  -0.941  -1.873  4.142
H  -0.498  -2.604  4.825
H  -1.589  -0.215  5.511
H  -2.278  -0.866  1.240
H  -0.924  -2.971  2.176
Mn  0.001  -0.277  2.982
Si  1.002  0.239  -0.411
C  -0.025  1.854  -0.533
C  0.494  3.088  -0.927
H  1.564  3.203  -1.120
C  -0.381  4.164  -1.122
H  -0.010  5.124  -1.464
C  -1.744  4.026  -0.826
H  -2.428  4.876  -0.948
C  -2.237  2.808  -0.358
H  -3.284  2.688  -0.087
C  -1.379  1.718  -0.240
H  -1.761  0.755  0.110
C  -0.030  -1.379  -0.683
C  -1.286  -1.420  -1.300
H  -1.730  -0.496  -1.669
C  -1.930  -2.644  -1.487
H  -2.891  -2.667  -1.992
C  -1.366  -3.816  -0.995
H  -1.873  -4.775  -1.143
C  -0.175  -3.756  -0.275
H  0.230  -4.662  0.167
C  0.493  -2.541  -0.114
H  1.437  -2.465  0.432
H  0.085  0.014  1.074
Si  1.056  0.018  -2.709
C  1.103  -1.534  -3.731
C  0.405  -1.558  -4.960
H  0.151  -0.621  -5.457
C  -0.004  -2.778  -5.499
H  -0.634  -2.795  -6.396
C  0.383  -3.968  -4.871
H  0.020  -4.922  -5.261
C  1.250  -3.949  -3.769
H  1.601  -4.882  -3.321
C  1.655  -2.730  -3.229
H  2.351  -2.698  -2.394
C  0.437  1.441  -3.744
C  -0.960  1.582  -3.861
H  -1.627  0.830  -3.439
C  -1.495  2.673  -4.552
H  -2.584  2.783  -4.604
C  -0.643  3.575  -5.196
H  -1.072  4.401  -5.772
C  0.748  3.417  -5.121
H  1.406  4.119  -5.639
C  1.298  2.350  -4.396
H  2.376  2.187  -4.357
H  2.264  0.461  -1.727
Cl  2.679  0.230  0.909
N  -1.276  2.961  3.117
C  -0.302  2.628  3.981
N  0.366  1.471  3.986
C  1.317  1.454  5.017
C  1.287  2.573  5.831
S  0.116  3.712  5.288
C  2.056  0.243  5.099
C  2.999  -0.188  6.013
S  3.455  -1.832  5.703
C  2.329  -1.863  4.361
N  1.654  -0.729  4.170
N  2.152  -2.998  3.681
H  -1.728  3.866  3.230
H  -1.347  2.482  2.222
H  1.925  2.690  6.695
H  3.374  0.442  6.813
H  2.727  -3.792  3.935
H  1.520  -3.052  2.892

Properties
lowest unoccupied orbital energy (alpha / beta) = 0.00001 / -0.01452 Ha
frontier orbital gap (alpha / beta) = 3.231 / 6.939 eV
strongest force on any atom = 4.1 eV/A
spin multiplicity = 6
total charge = 0